1.
Computed, not measured: C24H38AsBrMnN2O7SSi as an isolated structure, with ωB97M-V/def2-TZVPD.

```
76
C24H38AsBrMnN2O7SSi | OMol25 | ωB97M-V/def2-TZVPD
Mn -0.28596 0.09516 0.49242
O -1.00375 -1.13154 -2.61040
As -1.86472 -1.93907 -1.35297
O -1.88464 -3.53084 -1.39956
O -0.72753 -1.41169 0.07933
C -3.48877 -1.06049 -0.83980
C -4.57580 -1.90487 -1.00340
C -5.86596 -1.44838 -0.73432
C -6.07151 -0.15088 -0.30520
C -4.98572 0.70054 -0.11904
C -3.70423 0.24933 -0.38061
S -2.41088 1.38550 -0.04648
O -2.88456 2.71121 -0.04938
O -1.72758 0.96093 1.28242
O -1.26149 1.02168 -0.94736
H -0.72400 -1.77406 -3.28375
H -4.42200 -2.92278 -1.34110
H -6.70254 -2.11915 -0.87426
H -7.07069 0.21162 -0.10793
H -5.13535 1.71556 0.22464
C 1.88655 -0.41658 7.15459
C 2.03609 -0.06512 5.65411
C 2.95206 -1.11386 5.00698
C 2.73656 1.29535 5.53924
Si 0.25974 -0.02616 4.97513
Br 0.95205 -0.23404 2.49739
C -0.77476 -1.61127 5.15049
C -1.47893 -1.53178 6.52516
C 0.09401 -2.87531 5.12993
C -1.84271 -1.76458 4.05756
C -0.66971 1.63272 5.07607
C -0.05947 2.72402 4.18343
C -0.59256 2.09735 6.54769
C -2.15270 1.50176 4.70778
H 2.87777 -0.36542 7.61236
H 1.51166 -1.42806 7.30984
H 1.24529 0.27884 7.69810
H 3.91930 -1.07159 5.51448
H 3.13909 -0.91058 3.95157
H 2.57877 -2.12898 5.10310
H 3.73437 1.20382 5.97548
H 2.22114 2.08534 6.08111
H 2.86179 1.60868 4.50019
H -0.77574 -1.45081 7.35519
H -2.04686 -2.45383 6.67324
H -2.18470 -0.70397 6.58993
H 0.79735 -2.91402 5.95977
H 0.65049 -2.98187 4.19592
H -0.56019 -3.74593 5.22199
H -2.57077 -0.95794 4.05712
H -2.38489 -2.69593 4.24124
H -1.40314 -1.84083 3.06006
H 0.98905 2.91446 4.39360
H -0.60479 3.65579 4.35676
H -0.16070 2.48501 3.12346
H 0.42314 2.33460 6.85987
H -1.00726 1.36475 7.24304
H -1.18364 3.01102 6.65044
H -2.29571 1.13812 3.69226
H -2.61046 2.49312 4.77304
H -2.69625 0.85227 5.39135
N 2.03743 4.29510 -2.36961
C 3.06048 3.61410 -1.80068
O 4.14688 4.07059 -1.54317
C 2.77378 2.18069 -1.40265
C 3.80448 1.25039 -1.47369
C 3.58598 -0.04559 -1.03230
C 2.36766 -0.36420 -0.47343
N 1.38104 0.54564 -0.39328
C 1.56570 1.79254 -0.86376
H 2.23195 5.23800 -2.67208
H 1.27237 3.81849 -2.81446
H 4.76597 1.56054 -1.86324
H 4.35614 -0.80105 -1.09185
H 2.16342 -1.34693 -0.07079
H 0.73634 2.48255 -0.78012
```

Calculated values
relative energy (zero: lowest compared OMol25 entry of this formula, charge and spin): 0.000 eV
HOMO-LUMO gap (spin up / spin down): 5.80 / 6.60 eV
total charge: +2
largest force on an atom: 0.007 hartree/bohr
multiplicity: 2
⟨S²⟩: 0.7755


2.
Computed, not measured: C24H38BN6O3PS4SeW as an isolated structure, with ωB97M-V/def2-TZVPD.

```
79
C24H38BN6O3PS4SeW | OMol25 | ωB97M-V/def2-TZVPD
W -0.00918 -0.31602 -1.06473
C 3.88436 -0.39405 -2.15707
N 4.00254 -0.56799 -0.71577
C 5.08174 -0.14419 0.02554
C 4.84729 -0.51464 1.30318
N 3.63009 -1.15069 1.34962
B 3.00279 -1.70237 2.64882
N 2.04953 -0.61228 3.33827
C 1.54483 -0.89400 4.58382
C 0.74807 0.13220 4.96811
N 0.78557 1.05759 3.95858
C 0.07191 2.32595 3.94456
C 1.57956 0.58080 2.97200
S 1.91064 1.46242 1.50176
C 3.12386 -1.16473 0.10669
S 1.63734 -1.93517 -0.36279
H 3.57727 0.62586 -2.37791
H 3.13440 -1.08476 -2.53118
H 4.84833 -0.61769 -2.60871
H 5.91693 0.35449 -0.43176
H 5.45027 -0.40469 2.18649
H 2.33332 -2.67076 2.42651
H 3.88261 -1.90988 3.43950
H 1.80738 -1.80350 5.09439
H 0.18280 0.29228 5.86889
H -0.10395 2.63149 4.97241
H -0.87320 2.22388 3.41441
H 0.68099 3.07127 3.43977
C 1.63623 6.03149 -3.89006
C 1.04564 4.64948 -4.03927
O 1.86798 3.68841 -3.34903
P 1.26845 3.03684 -1.97842
S 0.00571 1.39198 0.60383
S 0.77913 1.08577 -2.75130
O 2.69787 2.66967 -1.26627
C 3.39045 3.81252 -0.71890
C 4.72521 3.35703 -0.18469
H 1.05386 6.75565 -4.46115
H 2.66190 6.04844 -4.25815
H 1.63526 6.34193 -2.84395
H 1.01462 4.33645 -5.08237
H 0.02387 4.61306 -3.64938
H 2.77742 4.25491 0.07286
H 3.52391 4.55586 -1.50806
H 4.59424 2.61071 0.59837
H 5.26981 4.20559 0.23050
H 5.32693 2.92576 -0.98587
C -4.17312 -3.32399 -3.46649
N -4.20719 -2.34246 -2.39564
C -3.23430 -1.46827 -2.08469
Se -1.60257 -1.29302 -2.97107
N -3.66700 -0.72397 -1.05345
C -4.93767 -1.12695 -0.66634
C -5.79207 -0.69382 0.33642
C -7.01344 -1.33702 0.43009
C -7.36799 -2.37003 -0.44469
C -6.51390 -2.79892 -1.44512
C -5.28766 -2.15613 -1.53403
H -3.14747 -3.43779 -3.80553
H -4.79767 -2.99588 -4.29606
H -4.53688 -4.27684 -3.08650
H -3.09868 0.00133 -0.64207
H -5.52288 0.11133 1.00640
H -7.71492 -1.03164 1.19402
H -8.33516 -2.84101 -0.33763
H -6.79432 -3.59215 -2.12404
C -0.90087 -2.64889 2.39833
C -0.99687 -3.79334 1.37597
C -1.38523 -3.10257 0.06542
O -1.29215 -1.67509 0.31002
C -1.59989 -1.49261 1.71047
H 0.14112 -2.39548 2.57689
H -1.36975 -2.89589 3.35002
H -1.75304 -4.52428 1.65851
H -0.04425 -4.30981 1.27925
H -2.41766 -3.32471 -0.22017
H -0.73132 -3.33315 -0.77149
H -2.68924 -1.54184 1.82421
H -1.24257 -0.50746 1.99691
```

Calculated values
relative energy (zero: lowest compared OMol25 entry of this formula, charge and spin): 2.267 eV
HOMO-LUMO gap (spin up / spin down): 6.73 / 7.56 eV
total charge: +1
largest force on an atom: 0.005 hartree/bohr
multiplicity: 4
⟨S²⟩: 3.7759